{
  "formula": "C46H98F8InN2O44S14",
  "method": "ωB97M-V/def2-TZVPD",
  "spin_multiplicity": 1,
  "fmax_ev_per_a": 10.36,
  "charge": 1,
  "e_lumo_ha": -0.33586,
  "total_energy_ha": -11794.33146,
  "species": ["In", "S", "S", "S", "S", "S", "S", "S", "S", "S", "S", "S", "S", "S", "S", "F", "F", "F", "F", "F", "F", "F", "F", "O", "O", "O", "O", "O", "O", "O", "O", "O", "O", "O", "O", "O", "O", "O", "O", "O", "O", "O", "O", "O", "O", "O", "O", "O", "O", "O", "O", "O", "O", "O", "O", "O", "O", "O", "O", "O", "O", "O", "O", "O", "O", "O", "O", "N", "N", "C", "C", "C", "C", "C", "C", "C", "C", "C", "C", "C", "C", "C", "C", "C", "C", "C", "C", "C", "C", "C", "C", "C", "C", "C", "C", "C", "C", "C", "C", "C", "C", "C", "C", "C", "C", "C", "C", "C", "C", "C", "C", "C", "C", "C", "C", "H", "H", "H", "H", "H", "H", "H", "H", "H", "H", "H", "H", "H", "H", "H", "H", "H", "H", "H", "H", "H", "H", "H", "H", "H", "H", "H", "H", "H", "H", "H", "H", "H", "H", "H", "H", "H", "H", "H", "H", "H", "H", "H", "H", "H", "H", "H", "H", "H", "H", "H", "H", "H", "H", "H", "H", "H", "H", "H", "H", "H", "H", "H", "H", "H", "H", "H", "H", "H", "H", "H", "H", "H", "H", "H", "H", "H", "H", "H", "H", "H", "H", "H", "H", "H", "H", "H", "H", "H", "H", "H", "H", "H", "H", "H", "H", "H", "H"],
  "xyz": [[-2.999883, -1.730447, 3.048167], [1.770597, 2.189083, 5.295527], [-0.833943, -4.687047, 1.750757], [3.641977, -6.723057, -1.928423], [5.610017, 0.816453, -3.164953], [1.165287, 1.342133, -6.002653], [-3.114023, -5.374437, 0.974067], [-0.947483, -1.084147, -0.561703], [5.033547, -1.028397, 4.471557], [0.143967, 5.154623, 0.085277], [-3.839963, 2.944133, -4.891223], [-4.947523, 2.091733, 1.911687], [-5.647653, -2.004467, -0.419583], [5.839367, 3.174953, 0.677517], [0.049057, 0.322023, 1.013647], [-1.818493, -2.423787, -0.334033], [-0.135773, -5.489457, 4.249417], [0.537217, -6.817457, 2.807427], [-0.397923, 1.014863, 2.415317], [-4.710793, -6.867467, 2.514047], [-5.309193, -4.773417, 2.453907], [-1.632413, -6.806327, 3.288837], [-5.711173, -6.115507, 0.807187], [-0.953063, -2.487917, -5.327053], [0.288447, -1.682087, -0.925843], [-0.309193, -5.170327, 0.498647], [-0.045063, 4.482413, 1.382047], [-1.307033, -7.956177, -4.220983], [1.245757, 0.925223, 4.846807], [-3.332233, -4.707017, -0.303903], [-1.681463, -0.291387, -1.588323], [0.667067, 0.142933, -5.335523], [6.782657, 1.285883, -2.414863], [-0.984973, 5.594143, -0.749133], [-4.199033, 1.852283, -5.758253], [2.071527, 0.752523, -7.270593], [-4.531313, 0.720533, 1.748287], [0.141547, 1.463823, 0.063627], [-1.556063, 4.071763, 6.449707], [0.951807, 3.215213, 5.978007], [-1.428713, 3.545583, 3.683067], [0.092337, 2.061373, -7.055543], [-2.079923, -3.643547, 5.612847], [-0.381053, -1.467067, 4.625537], [-2.583913, 1.050223, 4.180077], [4.476407, -0.066547, 3.503757], [5.366487, 1.789663, 0.682887], [-3.822913, -0.779897, 5.981357], [4.881267, 4.277383, 0.503937], [-1.455733, -4.967437, -3.829953], [-4.921713, 3.570063, -4.025343], [4.546257, -7.737057, -1.324373], [-3.534383, -1.780457, -6.685493], [-2.479093, -6.661607, 0.842747], [1.295077, -0.403857, 1.363617], [1.791477, 2.391213, -5.228223], [2.892847, -6.950137, -3.183563], [7.042037, 3.331123, -0.466433], [7.005917, 3.535803, 1.789967], [-6.880163, -1.368167, 0.031137], [6.193077, -0.695837, 5.237637], [-5.506513, 2.538583, 3.173507], [3.799407, -1.686807, 5.335137], [5.186437, -2.483087, 3.706907], [-0.118783, -3.531457, 2.251987], [-4.492163, -2.235667, 0.504377], [5.736697, 0.732313, -4.597993], [-1.210903, -0.476207, 1.083167], [-2.541703, -4.376837, 1.950447], [4.252877, -4.487587, -0.686603], [2.999367, 0.724883, -2.212843], [-6.048483, 2.578583, 0.511137], [-1.874153, -1.709487, -4.698213], [-1.500143, 5.169793, 5.503237], [-5.260323, 3.581393, -0.432823], [-6.040833, -3.640647, -1.274043], [2.695767, 2.908763, 3.936587], [-3.770223, 3.218653, -0.224823], [3.928737, -2.979167, 3.384517], [-4.451373, 0.492403, 5.737837], [4.090497, 1.732483, -2.594973], [1.447777, 4.266083, -0.968123], [0.684427, 2.435863, -8.250733], [-2.294233, 2.698923, -3.862093], [4.577677, -5.181587, -2.022633], [-1.723553, 4.634833, -5.317723], [-0.490153, -6.076817, 3.144827], [-3.080273, 4.279883, -6.010783], [3.170107, -2.751887, 4.651727], [8.194497, 2.960033, 1.508377], [-3.336003, 1.514023, 5.383247], [-5.653803, -1.895427, -3.100653], [4.482567, 2.665743, 5.685487], [3.327237, 1.990143, 6.298777], [-1.020163, -3.090557, 6.385687], [4.919877, -0.745377, -2.631033], [-0.280443, -7.081307, -3.615543], [-2.145593, 4.725103, 4.205787], [1.840487, 1.527543, -8.449983], [-0.896613, -5.871617, -2.920743], [3.375857, -0.631407, -2.742423], [2.355997, 6.515893, -0.767613], [-2.838143, -0.973757, -5.663343], [8.303257, 2.932073, 0.047077], [3.979627, 3.519573, 4.555677], [-4.996463, -1.129157, -1.951213], [1.995197, 5.411143, -1.781443], [-5.603073, -3.405337, -2.727533], [2.738437, -4.579957, -0.427003], [2.503447, -6.129237, -0.533693], [-3.466203, 3.097143, 1.327367], [-1.462553, 3.970633, -3.934483], [1.335117, 6.640363, 0.367457], [-0.567973, -1.664677, 5.997247], [-4.868423, -5.826817, 1.740047], [-0.884023, 4.294413, -5.923873], [-5.022703, 0.773383, 6.622547], [-2.854343, 3.789773, -6.957793], [2.749967, 2.031463, -8.777133], [5.242137, 1.950483, 5.369947], [-1.397403, -3.042757, 7.407207], [-1.237363, -0.937337, 6.456567], [-3.545643, -0.375137, -5.089593], [-1.551423, 5.701683, -5.175253], [-0.454853, 5.477093, 5.471207], [1.446227, -6.355807, -0.671703], [-4.116153, -0.978077, 6.873737], [5.467657, -1.503047, -3.191373], [-0.661973, -3.139387, -4.684823], [1.987297, 1.078423, -2.409893], [-5.242553, -1.706167, -4.092193], [-2.528503, 2.193133, -2.925403], [0.699157, 7.525423, 0.349767], [-6.170193, -4.009467, -3.435713], [4.323807, 2.436473, -1.796193], [-2.267613, -0.291897, -6.293943], [2.136007, -2.417627, 4.568087], [2.345147, -4.197347, 0.514827], [3.936277, 4.601423, 4.681437], [1.112777, 3.350913, -1.456323], [4.534547, -3.435797, -0.736553], [-3.589293, 2.226713, -0.638843], [3.190107, -3.619227, 5.311597], [2.809387, -1.403577, -2.221883], [-1.694873, -6.157327, -2.235723], [1.136887, 5.615523, -2.421463], [3.742617, 2.242483, -3.493303], [5.023357, 3.283783, 6.402197], [5.587947, -5.540397, -2.219353], [-2.382753, -2.289957, -3.928473], [2.456477, 7.463273, -1.297213], [-0.092373, -5.345147, -2.406823], [-3.224213, 4.028553, -0.708593], [-1.596503, 4.717733, -3.152173], [-0.689583, 3.661723, 6.398057], [3.536377, -2.426417, 2.530927], [1.805707, 6.488293, 1.338817], [-0.735413, -8.501317, -4.766563], [4.282147, -4.630267, -2.915283], [-2.687733, -3.986917, 6.271837], [-6.320833, 1.671593, -0.028583], [0.249517, -6.702837, -4.489613], [-5.108973, -0.046157, -1.900813], [-0.432143, 3.615213, -3.930153], [-3.203643, 4.494783, 4.330647], [-2.568073, 2.590153, 1.680107], [-2.109583, 1.839703, 3.909277], [-5.261363, 0.450793, 5.009627], [1.690607, 0.850463, -9.290933], [3.044697, 2.353153, 7.286957], [3.908577, -4.022967, 3.071197], [9.019297, 3.533883, 1.930877], [2.002737, 3.554733, 3.397577], [-6.720333, -1.684667, -3.179463], [-5.382713, 4.625823, -0.145953], [5.197107, -0.792427, -1.577933], [-3.850833, 5.043243, -6.118553], [4.818607, 3.474883, 3.861257], [-5.595613, 3.547973, -1.469433], [0.319257, -7.525457, -2.821063], [-1.339673, -0.945657, -4.133413], [-2.026953, 5.461583, 3.411047], [3.104417, 0.676083, -1.129013], [-3.951473, -1.431687, -1.883573], [-2.018853, 6.064673, 5.847067], [0.432117, -1.461137, 6.379997], [2.225927, 4.089123, -0.225663], [9.013917, 3.695763, -0.268903], [-3.836623, 2.473583, 5.253967], [2.771337, -6.793607, 0.287867], [-6.931183, 3.023223, 0.970727], [-2.919193, -2.049477, -7.371623], [-7.122543, -3.773107, -1.295173], [-0.176613, -3.778207, 6.325177], [0.949047, 3.461643, -7.994123], [2.920317, 2.090663, 3.252197], [8.603907, 1.921253, -0.228523], [2.715957, 5.105713, -2.539943], [-1.704673, 1.983123, -4.434943], [-0.927753, 3.823243, 2.912647], [-2.388263, -5.186037, -3.894723], [-0.022683, 2.303093, -9.069553], [-2.675483, 1.622833, 6.243467], [-4.534503, -3.611737, -2.787993], [4.719977, -4.996317, 0.156667], [3.365147, 6.331013, -0.399443], [-5.542923, -4.452437, -0.743773], [0.072597, -0.621897, 4.587067], [3.378947, 0.923383, 6.080937], [3.096837, -0.604927, -3.795773], [2.009137, -4.153027, -1.115453], [8.324867, 2.013613, 2.033157], [-3.597873, 4.093753, 1.748717]],
  "forces_ev_per_a": [[1.503, 0.760, -1.031], [1.873, 2.736, 0.454], [3.302, 1.034, 1.194], [-0.723, -0.728, 0.486], [-0.012, 0.778, 1.229], [0.077, -1.652, -1.450], [-5.241, -2.890, -5.670], [-4.788, -1.964, -3.378], [-2.227, -0.963, -2.440], [1.666, 0.575, -0.283], [-1.259, 3.136, 1.080], [0.941, 2.551, -1.005], [0.086, 0.298, -0.763], [1.640, 0.148, -2.242], [7.482, 5.707, 4.322], [0.018, 1.214, 0.060], [-0.627, 0.758, 0.825], [-0.299, -0.433, -0.920], [0.988, 0.629, -0.208], [0.072, -0.329, 0.649], [-0.027, -0.192, -0.053], [1.686, 0.702, 0.375], [-0.820, -0.091, -1.067], [0.860, -0.740, -1.179], [0.496, 0.966, 0.517], [-1.328, 0.067, 0.786], [-0.333, 0.473, -1.259], [1.219, 0.747, 1.229], [-0.761, -0.534, 0.569], [-0.301, -0.664, 1.049], [1.690, -1.693, 3.132], [0.428, 2.743, -1.123], [-1.431, -0.929, -0.618], [1.045, -0.749, 1.188], [0.112, -0.438, 0.551], [-0.703, 1.176, 1.613], [-0.038, -1.812, 0.109], [-0.468, -3.082, 1.671], [-0.881, 1.253, -0.322], [0.786, -1.627, -0.932], [-1.012, 0.177, 0.969], [-1.089, -2.162, 3.378], [-0.331, 0.570, -0.625], [-1.459, -0.874, -1.031], [-1.762, -0.677, 2.121], [1.169, -1.639, 2.236], [0.817, 2.660, 0.658], [-0.516, -0.077, -0.364], [2.118, -2.308, 0.876], [-0.465, 0.895, -0.564], [2.800, -1.588, -1.805], [-1.648, 1.489, -1.307], [-0.231, 0.268, 1.848], [-0.077, 0.514, 0.905], [-2.748, 1.777, -1.084], [-0.583, -1.081, -0.973], [1.222, 0.065, 1.863], [-2.171, -0.294, 0.086], [-4.624, 1.172, 1.760], [1.153, -0.575, 0.066], [-1.262, -0.638, -0.400], [0.292, -0.352, -0.464], [1.676, 2.193, 0.866], [2.772, 1.184, 0.059], [-1.337, -0.210, 0.383], [-1.226, 0.392, 0.116], [-0.409, 0.360, -0.065], [-3.220, -3.789, -4.543], [4.017, 1.651, 3.151], [-0.489, 1.125, -0.461], [1.252, 0.583, 1.949], [0.163, 0.723, -0.403], [-1.327, 0.941, 0.311], [-0.102, -0.854, 0.721], [0.117, -0.891, 1.683], [-0.195, 0.981, -0.392], [0.005, 0.261, -0.273], [-0.211, -0.256, 0.719], [-1.231, 0.246, -1.137], [0.731, 0.918, -0.309], [-0.124, 0.315, -1.505], [0.079, 0.467, 1.513], [0.018, 1.280, 0.154], [-0.503, -0.607, -0.979], [-0.238, -0.549, 0.004], [0.302, 0.302, -0.115], [-1.407, -0.221, -1.050], [0.683, -1.084, 1.589], [-1.617, -0.110, 0.901], [2.415, -0.977, 1.867], [-0.985, -1.156, -0.343], [-1.393, -0.520, 0.549], [0.745, 0.838, 0.639], [-2.212, -1.538, 0.115], [0.663, 0.400, -0.005], [0.043, -0.074, 0.800], [-1.601, 0.630, -0.334], [1.750, -0.609, -0.929], [1.936, -0.917, -1.398], [-0.025, -0.749, -0.300], [0.433, 0.069, -1.309], [0.495, 0.654, -1.164], [0.807, -0.849, -1.565], [0.653, -0.316, -1.472], [0.439, 0.517, -2.278], [-0.039, -1.498, 0.590], [-1.696, -0.404, -0.631], [1.523, 0.667, 0.120], [-0.475, -2.400, -0.087], [-0.271, -0.146, -0.512], [-2.109, 0.263, -0.902], [-0.683, 0.071, -0.057], [-0.878, -1.561, -0.470], [-0.056, -0.515, 0.900], [2.187, 1.153, 0.264], [-0.324, 0.021, -0.465], [0.493, 0.445, 0.317], [-0.421, -0.031, 0.083], [0.111, 0.378, 0.603], [-0.314, -0.097, -0.339], [0.529, 0.124, 0.226], [-0.214, 0.218, -0.318], [-0.229, -0.309, -0.234], [-0.362, 0.062, -0.241], [0.083, -0.074, -0.806], [0.129, -0.080, -0.739], [0.269, -0.697, -0.002], [-0.420, -0.178, -0.025], [0.059, -0.546, -0.110], [0.108, -0.183, -0.380], [0.324, -0.010, 0.220], [-0.138, 0.515, 0.147], [0.156, -0.063, -0.057], [0.121, -0.014, 0.135], [0.217, -0.105, -0.222], [0.344, 0.419, 0.512], [-0.102, -0.365, -0.620], [0.647, -0.063, 0.370], [-0.579, -0.119, 0.840], [-0.233, 0.274, 0.104], [0.434, -0.057, 0.161], [0.345, 0.134, -0.450], [0.214, -0.026, 0.037], [0.294, -0.185, -0.118], [0.337, -0.276, 0.480], [-0.107, 1.088, -0.151], [0.296, 0.421, -0.026], [-0.227, 0.093, 0.178], [0.188, 0.291, 0.527], [-0.575, -0.198, 0.049], [-0.184, 0.088, -0.002], [-0.010, -0.074, 0.266], [0.681, -0.455, 0.136], [-0.241, -0.411, 0.250], [0.239, -0.237, -0.048], [-0.243, 0.262, 0.064], [-0.323, 0.007, 0.002], [-0.443, -0.429, -0.281], [-0.379, 0.097, 0.206], [-0.378, -0.140, -0.364], [0.031, -0.065, 0.161], [0.797, 0.019, 0.492], [-0.209, -0.199, 0.145], [0.132, 0.364, 0.230], [0.073, -0.152, 0.118], [-0.103, 0.117, -0.360], [0.803, 0.816, -0.685], [0.441, -0.320, -0.708], [-0.433, -0.465, 0.377], [0.138, -0.699, 0.120], [0.706, -0.035, 0.353], [-0.334, 0.596, 0.128], [0.215, 0.409, 0.105], [-0.085, 0.643, 0.050], [-0.269, -0.060, 0.406], [0.065, -0.224, 0.170], [0.309, 0.081, 0.159], [-0.355, -0.092, -0.775], [0.185, -0.471, 0.008], [0.264, -0.723, -0.547], [-0.101, 0.704, 0.217], [-0.289, 0.455, 0.198], [-0.443, -0.149, 0.324], [0.251, 0.372, -0.153], [-0.383, -0.200, 0.471], [0.034, -0.347, 0.881], [-0.188, -0.812, 0.351], [-0.046, -0.295, -0.414], [0.268, 0.031, -0.535], [0.555, 0.522, 0.309], [0.028, -0.135, -0.006], [0.313, 0.064, 0.236], [-0.041, 0.269, 0.631], [0.080, -0.004, 0.056], [0.353, 0.319, -1.286], [0.108, -0.223, 0.193], [-0.187, 0.202, -0.814], [0.677, 0.066, 0.657], [-0.322, -0.417, -0.226], [0.189, 0.094, -0.362], [-0.011, 0.097, -0.366], [-0.127, 0.461, 0.229], [0.320, -0.150, -0.193], [0.063, -0.712, -0.162], [0.367, 0.147, -0.132], [-0.142, -0.281, 0.315], [-0.011, 0.373, -0.290], [0.221, 0.981, -0.685], [0.324, -0.350, 1.323], [0.010, -0.605, -0.193], [0.672, 0.388, -0.667], [-0.463, -0.488, -0.381], [0.242, -0.081, 0.337]],
  "mulliken_charge": [1.422, 0.853, 0.105, 1.113, 1.071, 1.115, 0.123, -0.544, 0.923, 0.767, 1.006, 1.169, 0.879, 1.002, -0.525, 0.186, -0.146, -0.178, -0.663, -0.185, -0.171, -0.170, -0.196, -0.696, -0.139, -0.086, -0.700, -0.574, -0.938, -0.362, 0.043, -0.354, -0.584, -0.699, -0.623, -0.396, -0.329, 0.332, -0.563, -0.983, 1.444, -0.174, -0.339, 1.331, 1.007, -0.050, -0.219, -0.353, -0.464, -0.471, -0.670, -0.686, -0.639, -0.486, -0.142, -0.572, -0.603, -0.331, -0.439, -0.756, -0.594, -0.761, -0.398, -0.539, -0.078, -0.234, -0.672, 0.265, 0.238, -0.490, 0.658, -0.912, 1.379, -0.897, -1.001, -0.357, -0.345, 0.706, -0.093, -1.192, -0.354, -0.232, -0.276, 0.750, -0.854, -0.616, 0.519, -0.755, 0.363, -0.341, 0.329, -1.098, -0.764, -0.597, -1.072, -0.966, -0.748, -0.387, -0.511, 0.679, -0.004, -0.687, -0.495, -0.254, -0.156, 0.111, -0.697, -0.196, 0.455, -0.657, 0.185, 0.433, -0.803, -0.200, 0.410, -0.080, 0.578, 0.286, 0.304, 0.255, 0.602, 0.168, 0.038, 0.489, 0.255, 0.156, 0.249, 0.652, 0.368, 0.175, 0.372, -0.087, 0.504, 0.650, -0.154, 0.260, -0.351, -0.105, 0.422, 0.257, 0.188, -0.727, 0.329, -0.224, 0.163, 0.358, 0.305, 0.378, 0.510, -0.111, 0.494, -0.320, 0.289, -0.001, 0.556, 0.084, 0.245, 0.356, 0.308, 0.251, 0.203, 0.408, 0.670, -0.139, 0.248, -0.469, -0.906, 0.188, 0.298, 0.580, 0.346, 0.287, 0.418, 0.492, 0.455, 0.300, 0.469, -0.134, 0.418, 0.295, -0.289, 0.375, -0.273, -0.613, 0.413, 0.381, -0.032, 0.375, 0.165, 0.454, 0.523, 0.357, 0.574, 0.214, 0.290, -0.040, 0.165, 0.501, -0.423, -0.252, 0.233, 0.290, 0.315, -0.239, 0.409, 0.198, -0.246, -0.252, -0.044, 0.156, -0.171, 0.232, 0.244]
}